Below is a molecular structure, C16H24N2O3S2Zn, with properties calculated with wB97M-V/def2-TZVPD.

```
48
Properties=species:S:1:pos:R:3:forces:R:3:lowdin_charge:R:1
C 3.382 0.067 4.324 -0.5 0.2 0.7 -0.12
C 2.295 1.161 4.150 0.0 -0.5 -1.0 -0.25
C 2.463 2.011 2.855 -0.7 -0.4 1.0 -0.22
C 1.056 2.469 2.413 1.0 0.9 0.1 -0.22
C 1.059 3.249 1.083 0.2 -0.5 0.0 -0.16
C 0.680 2.453 -0.183 0.2 0.5 0.1 -0.10
C -0.641 1.569 -0.042 -0.5 0.0 -1.1 -0.07
C -0.339 0.232 -0.535 0.1 0.1 0.6 0.05
C -0.974 -0.284 -1.759 -0.3 0.5 -0.8 -0.16
O -1.859 0.469 -2.389 0.1 -0.4 1.0 0.02
C -3.247 0.068 -2.033 -1.6 -0.2 0.3 -0.15
C -3.810 0.827 -0.834 0.7 -0.4 -0.2 -0.04
C -0.631 -1.542 -2.251 -0.2 -0.7 0.4 -0.14
S -1.300 -2.236 -3.779 0.5 0.6 -2.9 0.64
C -1.554 -4.003 -3.472 0.2 0.7 1.6 -0.24
O -0.239 -2.131 -4.735 1.0 -0.6 0.6 -0.26
O -2.484 -1.592 -4.234 -1.0 -0.3 1.3 -0.24
C 0.283 -2.342 -1.587 0.2 -1.0 -0.7 0.13
C 0.919 -1.943 -0.381 -0.8 0.6 -1.2 -0.34
N 1.803 -2.638 0.300 -0.2 0.6 0.4 -0.11
S 2.169 -1.674 1.572 -0.1 0.2 0.0 1.21
N 1.236 -0.408 1.240 0.4 0.1 0.4 -0.11
C 0.576 -0.648 0.107 0.5 -0.6 0.6 -0.25
H 3.949 0.281 5.233 0.3 -0.2 -0.3 0.08
H 4.046 -0.038 3.462 0.1 0.2 0.2 0.06
H 2.911 -0.909 4.502 0.1 0.1 0.0 0.05
H 1.327 0.642 4.095 0.1 0.2 0.0 0.09
H 2.216 1.839 5.003 0.2 -0.2 0.0 0.11
H 2.977 1.431 2.080 -0.1 0.2 0.0 0.09
H 3.088 2.863 3.139 0.0 0.0 -0.5 0.12
H 0.720 3.163 3.191 -0.3 -0.3 0.0 0.13
H 0.421 1.578 2.417 -0.2 0.3 -0.1 0.07
H 2.093 3.585 0.924 -0.2 0.0 -0.1 0.13
H 0.467 4.168 1.137 -0.2 -0.3 0.0 0.12
H 1.501 1.824 -0.545 0.0 0.1 0.3 0.12
H 0.478 3.170 -0.986 0.0 -0.3 0.0 0.13
H -1.400 1.974 -0.713 0.1 0.1 0.3 0.11
H -1.074 1.567 0.968 0.6 0.0 0.1 0.16
H -3.897 0.169 -2.901 0.6 0.3 -0.2 0.14
H -3.269 -1.000 -1.782 0.3 0.1 -0.2 0.12
H -4.855 0.520 -0.731 0.1 0.2 -0.1 0.11
H -3.296 0.488 0.074 -0.1 0.3 0.0 0.08
H -3.720 1.908 -0.943 -0.2 -0.1 0.0 0.10
H -2.204 -4.458 -4.252 0.0 0.9 0.4 -0.06
H -1.991 -4.095 -2.466 -0.3 -0.3 -0.4 0.09
H -0.570 -4.477 -3.422 -0.1 0.1 -0.2 0.01
H 0.543 -3.314 -2.001 0.0 0.1 0.1 0.14
Zn -1.303 -6.014 -5.314 0.2 -0.8 -0.7 0.86
```
Positions in Å, forces in eV/Å.

The value obtained for the calculated total energy is -3534.12373 a.u. The charge is +2. The value obtained for the orbital gap is 2.20 eV. The value obtained for the energy relative to the best compared isomer or geometry (same formula, charge and spin) is 0.7444 eV.